1.
Here is C26H21NO7PSV as an isolated structure from the OMol25 dataset. Energies are from ωB97M-V/def2-TZVPD.

```
58
Properties=species:S:1:pos:R:3:forces:R:3
V -0.469734 -0.016835 1.154945 0.7391 -0.1962 -0.2678
O -3.319726 -0.468292 1.204395 -0.0865 -0.1017 0.0695
N -2.149732 -0.925397 0.551332 0.1674 -0.0177 0.3659
C -2.491395 -1.978409 -0.185094 -0.0887 0.0682 -0.1460
C -1.707101 -2.728698 -1.106251 0.0092 -0.1162 -0.0779
C -2.342370 -3.877944 -1.649269 -0.0029 0.0601 0.0437
C -1.712061 -4.715659 -2.531112 0.0225 -0.0121 -0.0152
C -0.393801 -4.455532 -2.927255 -0.0075 0.0002 0.0011
C 0.245150 -3.341639 -2.424094 0.0096 -0.0050 0.0099
C -0.378308 -2.464081 -1.530570 -0.0062 -0.0101 -0.0135
P 0.460034 -0.970429 -0.962746 -0.1919 0.3086 0.1301
C 2.220525 -1.393048 -0.951158 0.0414 -0.0148 0.0183
C 2.623876 -2.535345 -0.264273 0.0377 -0.0013 0.0015
C 3.970118 -2.836738 -0.141296 -0.0317 -0.0174 0.0071
C 4.924446 -1.993906 -0.691745 0.0146 0.0095 -0.0062
C 4.528523 -0.842645 -1.354426 0.0001 0.0070 0.0026
C 3.181453 -0.537717 -1.478187 0.0020 -0.0090 0.0020
C 0.261712 0.214556 -2.340531 0.0391 -0.0210 -0.0504
C -0.323300 1.448454 -2.077105 0.0184 0.0674 -0.0124
C -0.527775 2.360460 -3.106314 0.0116 -0.0161 0.0116
C -0.145603 2.047176 -4.400552 -0.0086 0.0216 -0.0008
C 0.446730 0.818933 -4.670124 0.0110 -0.0087 -0.0110
C 0.648033 -0.090130 -3.645540 -0.0295 -0.0321 0.0156
H -2.979111 -0.170582 2.067242 0.0278 0.0900 0.0025
H -3.517502 -2.298518 -0.042604 0.0129 -0.0225 -0.0489
H -3.358534 -4.090485 -1.337694 -0.0015 -0.0078 -0.0089
H -2.234510 -5.583856 -2.914170 -0.0023 0.0016 -0.0014
H 0.118584 -5.114502 -3.616020 -0.0050 -0.0062 0.0021
H 1.268618 -3.141106 -2.717896 0.0111 -0.0071 0.0078
H 1.883975 -3.178525 0.195911 -0.0150 0.0058 -0.0056
H 4.272625 -3.719855 0.406995 0.0075 0.0046 -0.0014
H 5.977368 -2.222169 -0.582195 0.0000 0.0020 0.0021
H 5.269109 -0.163386 -1.757281 0.0059 -0.0033 0.0030
H 2.880837 0.383599 -1.959099 -0.0082 -0.0060 -0.0081
H -0.609891 1.717719 -1.067132 0.0135 -0.0434 0.0222
H -0.983026 3.317556 -2.885670 0.0017 0.0031 -0.0131
H -0.304723 2.758549 -5.201791 -0.0013 0.0008 0.0013
H 0.750613 0.571319 -5.679783 0.0000 -0.0013 0.0001
H 1.109144 -1.047122 -3.858878 -0.0053 0.0034 -0.0111
O 3.331855 0.148339 2.200792 0.0761 0.0231 -0.2050
S 1.929003 0.444945 2.122819 -0.8523 -0.2390 -0.0080
O 1.378818 1.284880 3.173340 0.4139 0.0985 0.1745
O 1.471081 1.003516 0.782861 -0.2546 0.0313 0.2315
O 1.081410 -0.870589 2.110889 -0.2990 0.2303 0.0862
O -1.282470 1.907527 1.337140 0.0817 -0.0122 -0.0912
C -1.515663 1.715027 2.566357 0.0252 -0.0943 -0.2208
O -1.535468 0.526677 3.004578 0.1142 -0.0251 0.0044
C -1.757171 2.863471 3.477532 -0.0149 0.0097 0.0057
C -1.904256 2.636938 4.839864 0.0017 0.0117 -0.0025
C -2.118385 3.705616 5.696338 0.0007 -0.0226 -0.0100
C -2.184364 4.996762 5.190251 -0.0034 0.0093 0.0144
C -2.030412 5.222116 3.828441 -0.0016 0.0132 -0.0005
C -1.813072 4.155730 2.970670 -0.0009 -0.0126 0.0062
H -1.828643 1.622930 5.207584 0.0026 -0.0035 -0.0036
H -2.223633 3.532214 6.759787 -0.0021 0.0095 0.0027
H -2.347419 5.831430 5.861285 0.0002 0.0036 -0.0046
H -2.071087 6.231088 3.437739 -0.0012 0.0015 0.0022
H -1.673392 4.305613 1.908770 0.0018 -0.0095 -0.0017
```
Forces are in eV/Å.

As for the multiplicity: 4. Its charge is -1. The total energy is -3268.52406 Ha. The largest force on an atom comes out at 0.9 eV/A. As for the HOMO-LUMO gap (spin up / spin down): 6.07 / 8.21 eV.


2.
Here is C16H47N8O10V as an isolated structure from the OMol25 dataset. Energies are from ωB97M-V/def2-TZVPD.

```
82
Properties=species:S:1:pos:R:3:forces:R:3
O 4.601500 7.447110 12.285480 -0.3360 -0.4140 -0.8839
V 3.986290 6.293340 11.376820 -3.0277 1.2988 0.4414
O 3.022370 7.025310 10.270240 1.7016 -1.3755 1.7665
C 0.934240 7.462160 13.059140 -0.6640 1.1423 -0.8473
C 1.008140 5.984700 12.748910 0.2853 1.5115 0.3937
C 0.140070 5.621290 11.493680 2.2847 -0.4293 1.3203
O 2.358310 5.557190 12.790770 0.9226 -0.2296 -1.8810
H 1.184070 7.773830 14.073310 0.2957 -0.3235 -0.0341
H -0.085340 7.796380 12.867180 -0.4140 0.0177 0.3372
H 1.475600 8.069040 12.333380 0.5824 -0.0974 0.0453
H 0.442140 5.573740 13.584890 0.2614 -0.7937 0.3944
H 0.801140 5.781860 10.642030 -0.4122 -0.0386 -0.2751
H -0.798090 6.174380 11.448470 0.0826 -0.3053 0.0159
H 0.068620 4.561790 11.739580 -0.8056 -0.2823 -1.0192
C 7.695280 10.504950 11.594600 0.6325 0.6665 1.6919
O 8.278480 10.708580 10.612860 3.7909 0.8192 -6.5506
N 6.484020 10.151110 11.659100 -6.7598 -2.1677 -0.2309
N 8.212680 10.648080 12.769780 2.3024 0.2852 4.5242
H 5.901100 10.138120 10.834400 0.1414 0.0137 0.2441
H 6.044760 10.041340 12.561930 -0.3836 -0.1387 -0.1992
H 7.561630 10.594610 13.540090 0.6306 0.3106 0.5634
H 9.169690 10.955960 12.866880 -0.4722 0.0138 0.0599
C 5.982070 4.186770 13.278850 -0.4005 2.1058 -1.7116
O 5.435820 4.953090 12.535270 -1.0177 2.5442 -2.2818
N 7.168940 4.263020 13.745770 5.4955 0.8360 2.0858
N 5.465450 3.106320 13.655640 -3.8428 -5.8681 1.6286
H 7.365970 3.503240 14.381400 0.9657 0.8709 -0.0142
H 7.773390 5.071740 13.719210 -0.2637 -0.1403 -0.0797
H 4.576650 2.835010 13.260010 0.1756 -0.2013 0.4551
H 6.035710 2.528150 14.256160 -1.2010 -0.5420 -0.2899
C 8.318080 7.509210 14.229460 -2.2978 2.0514 1.0599
O 7.482640 7.855490 15.072570 -0.2055 -1.0904 -0.4287
N 8.058070 7.007650 13.005100 -0.4553 -0.9309 -0.4583
N 9.588630 7.765440 14.417690 2.9345 -0.0667 -0.1825
H 8.752100 7.116710 12.279470 -0.5717 -0.1412 0.0205
H 7.107330 6.741980 12.791550 -0.2394 0.4387 -0.3683
H 9.895790 8.310450 15.210600 -0.1395 -0.0795 -0.3611
H 10.127720 7.689460 13.566970 0.6983 0.2923 0.7404
C 6.861280 6.202400 9.867150 -1.0367 -1.5798 0.2716
O 5.647870 6.237510 9.961830 -1.7158 -0.6902 0.3151
N 7.625900 7.221220 9.908380 2.3500 5.1286 0.3083
N 7.649740 5.146770 9.721140 -0.1034 -2.7630 -0.3610
H 8.585910 7.082050 9.627100 -0.3244 0.9579 0.0878
H 7.291660 8.133040 10.185810 0.0944 0.1356 -0.2198
H 8.630640 5.372840 9.803760 -0.3078 -1.3846 -0.1267
H 7.235510 4.230070 9.630780 0.5586 0.0749 0.0533
C 1.675240 3.182360 9.076440 0.6305 -0.5676 -0.7729
C 3.194240 3.255300 9.340890 -1.8589 -1.2455 -1.2273
C 3.904150 3.971290 8.213590 0.4043 0.1341 -0.1556
O 3.458570 3.832540 10.559440 1.2302 1.9868 1.5680
H 1.505960 2.436210 8.300100 0.1172 -0.0897 -0.2521
H 1.327740 4.120200 8.643070 -0.3149 0.1323 0.6099
H 1.107320 2.786700 9.918470 -0.0427 0.5979 0.2348
H 3.564480 2.235970 9.450410 0.0928 -0.4008 -0.6174
H 3.537450 3.761450 7.208800 -0.2327 -0.7341 0.1650
H 4.948840 3.662200 8.247830 0.2078 0.4825 -0.1603
H 3.784220 5.054340 8.240580 0.2482 0.0813 0.6542
H 2.929420 3.453870 11.265290 -0.3728 0.2300 0.0791
C 4.068280 11.719570 15.050750 -0.2585 -0.3603 -0.2466
C 4.683750 10.358710 15.335070 -0.8744 -1.1606 0.0293
C 3.846640 9.149560 14.793030 0.1505 2.0096 -0.2254
O 5.994800 10.259860 14.823050 0.4054 0.7705 -0.2755
H 3.920070 11.944070 13.994470 -0.0356 -0.3598 -0.1942
H 4.611150 12.581510 15.438630 0.1728 -0.2887 0.3731
H 3.090790 11.646890 15.527540 -0.1406 0.4667 -0.0569
H 4.639030 10.237890 16.417430 0.6582 0.1293 0.3797
H 2.849220 9.211920 15.228200 -0.0121 -0.3229 0.0613
H 4.320210 8.182520 14.962310 -0.0460 0.1393 0.0412
H 3.751110 9.355190 13.726880 -0.1357 -0.5491 -0.1549
H 6.312060 9.361610 14.941740 0.2065 -0.5918 0.2165
C -0.326560 6.982590 8.487280 1.3852 -0.0606 -1.4275
C -0.810330 7.767670 7.242810 0.9239 -0.2691 -0.3975
C -1.025060 7.029800 5.890700 0.3183 -0.9850 0.7629
O -2.026390 8.292630 7.645570 -1.6249 0.9253 -0.1918
H -0.660030 5.947150 8.418320 -0.4172 0.0017 0.4617
H -0.593980 7.519510 9.397390 -0.3994 -0.2632 -0.2110
H 0.761000 6.925000 8.531860 0.2235 -0.0792 -0.1268
H -0.146320 8.602870 7.020040 0.0135 0.2005 0.3348
H -0.123800 6.668090 5.395720 0.3179 0.2827 0.1545
H -1.611390 7.575800 5.151640 0.0849 0.3949 0.3430
H -1.568830 6.110190 6.106890 -0.3260 -0.1768 0.0119
H -2.577060 7.515490 7.765660 -0.4878 0.0970 0.1933
```
Forces are in eV/Å.

As for the multiplicity: 1. Its charge is 0. The total energy is -2772.33939 Ha. The largest force on an atom comes out at 7.6 eV/A. As for the HOMO-LUMO gap: 7.42 eV.


3.
Here is one molecule with the formula C20H24BrN3O2 from the OMol25 dataset. Energies are from ωB97M-V/def2-TZVPD.

```
50
Properties=species:S:1:pos:R:3:forces:R:3
C -2.964435 4.551165 -2.979124 -0.1948 -0.1648 0.1292
H -3.078007 5.261656 -2.163305 0.0110 0.1124 0.0292
H -1.999694 4.721117 -3.450415 0.1274 0.0407 -0.0684
H -3.743527 4.740240 -3.713943 -0.0589 0.0700 -0.1151
C -3.069157 3.116915 -2.455580 0.1013 0.0515 -0.1776
C -2.044833 2.874813 -1.375088 -0.2100 -0.0597 0.1820
C -2.431544 2.599428 -0.071701 0.0659 0.0445 -0.1950
C -1.506431 2.395654 0.939819 0.2329 -0.0394 0.2503
C -0.148317 2.467408 0.662737 0.0143 0.0379 -0.2253
C 0.237191 2.723903 -0.654294 0.4021 -0.0451 0.0694
C -0.683734 2.929308 -1.657383 0.0329 -0.0380 0.1659
H -0.333583 3.131119 -2.657462 0.0594 0.0216 -0.1102
Br 2.101414 2.770177 -1.032286 -0.1856 0.0385 -0.1393
O 0.865896 2.313765 1.556851 -0.0283 0.0469 -0.1164
C 0.550405 2.024361 2.896780 -0.2105 0.0903 0.3012
C -0.091696 0.650757 3.116920 0.0826 0.2924 -0.1025
O -1.095448 0.539419 3.799081 -0.2021 0.1307 0.2687
N 0.508933 -0.402234 2.535121 -0.0493 -0.2808 -0.0223
C -0.085900 -1.715340 2.710083 -0.3221 -0.1867 0.0138
H 0.366782 -2.218735 3.572028 -0.0959 -0.0068 -0.0363
H -1.147569 -1.571005 2.924371 0.1751 -0.1054 -0.0346
C 0.100405 -2.563280 1.459738 -0.1722 -0.0388 -0.0102
N 1.510157 -2.726952 1.186080 -0.1217 0.1493 0.1563
C 1.978960 -3.600106 0.250547 0.1662 -0.2184 -0.1430
N 3.302807 -3.608326 0.068924 -0.0442 0.1507 0.1837
C 3.823229 -4.454235 -0.801326 0.0104 -0.1926 -0.1967
C 3.078558 -5.350709 -1.544307 -0.0344 -0.0711 -0.0671
C 1.699650 -5.340616 -1.366954 0.1582 0.0819 0.0540
C 1.132685 -4.461265 -0.470689 -0.0925 0.0354 0.0148
H 0.063655 -4.436074 -0.338466 -0.0949 0.0225 0.0235
H 1.070858 -6.014125 -1.932131 -0.0497 -0.0301 -0.0225
H 3.550370 -6.027290 -2.238039 0.0706 -0.0453 -0.0537
H 4.900377 -4.401759 -0.898047 0.0828 -0.0827 -0.0850
C 2.388493 -1.732982 1.760358 0.2086 0.3096 0.0782
H 2.648677 -2.000808 2.792096 0.0988 0.0556 -0.0583
H 3.304925 -1.723195 1.168230 -0.1332 0.1231 0.2103
C 1.718449 -0.363033 1.733815 0.3958 -0.0189 -0.2812
H 2.406319 0.390080 2.121317 -0.0229 -0.0576 -0.0733
H 1.479313 -0.102120 0.695696 0.1154 0.0379 0.0836
H -0.360206 -3.541064 1.633539 -0.0304 0.0906 -0.0229
H -0.414461 -2.086212 0.611321 -0.0400 -0.0795 0.0697
H -0.124562 2.778030 3.320282 0.0692 -0.1897 -0.0364
H 1.502995 2.070459 3.434310 -0.1266 0.0031 -0.0422
H -1.852676 2.176564 1.936871 -0.0230 -0.0300 0.1585
H -3.482381 2.541508 0.170829 -0.1243 -0.0019 0.0087
C -2.918296 2.109766 -3.597231 -0.1862 0.0723 0.2055
H -1.963242 2.232636 -4.101351 0.1274 -0.0011 -0.0820
H -3.710554 2.252927 -4.328356 -0.0545 -0.0081 -0.1314
H -2.978495 1.092367 -3.216906 0.0148 -0.1131 -0.0264
H -4.062757 2.985924 -2.013360 0.0851 -0.0036 0.0186
```
Forces are in eV/Å.

As for the multiplicity: 1. Its SMILES is CC(C)c1ccc(OCC(=O)N2CCN(c3ccccn3)CC2)c(Br)c1. Its charge is 0. The total energy is -3665.29552 Ha. The largest force on an atom comes out at 0.5 eV/A. As for the HOMO-LUMO gap: 8.58 eV.


What is the total energy in the second record?
-2772.33939 Ha


Which of these has the lowest total energy?
C20H24BrN3O2


The lowest total energy belongs to which entry?
C20H24BrN3O2


Number 2 is which compound?
C16H47N8O10V